[1]
Molecular formula: C5H11NO2
Method: DFT, ωB97M-V/def2-TZVPD

Geometry as XYZ:
```
19
C5H11NO2 | the Open Molecules 2025 dataset | ωB97M-V/def2-TZVPD
C -0.385 -1.056 0.231
C 0.492 0.708 -0.901
H -0.362 -1.653 1.146
C -1.043 0.330 0.381
C 1.002 -0.597 -0.264
H -1.998 0.424 -0.133
H -0.079 1.405 -2.543
H -0.875 -1.641 -0.550
H -1.790 0.206 2.416
H -0.118 1.539 0.062
H 1.266 -1.773 -1.916
H -1.489 1.862 1.886
O 0.077 0.525 -2.167
C -1.117 0.836 1.823
H 1.618 -0.288 0.582
H -0.137 0.810 2.309
H 2.251 -2.170 -0.657
O 0.872 1.934 -0.554
N 1.815 -1.401 -1.150
```

Output
E_HOMO   -8.4 eV
Energy   -402.2266 Ha
ΔE to the lowest compared entry with this formula, charge and spin   397.75 kJ/mol
Frontier orbital gap   9.22 eV

***

[2]
Molecular formula: C5H11NO2
Method: DFT, ωB97M-V/def2-TZVPD

Geometry as XYZ:
```
19
C5H11NO2 | the Open Molecules 2025 dataset | ωB97M-V/def2-TZVPD
C -0.176 0.778 -1.208
H 0.022 -0.285 -1.360
C 0.722 -0.053 2.131
H 1.773 1.655 -1.775
C -1.226 0.789 -0.051
H 1.371 -2.207 -0.743
H 0.283 -3.085 -1.441
H 0.405 0.947 2.431
O 1.391 1.982 0.166
C 1.102 1.519 -0.905
H -1.009 1.670 0.566
N 0.089 -0.851 1.401
H 1.683 -0.369 2.526
C -1.198 -0.480 0.785
H -1.984 -0.503 1.534
H -2.193 0.972 -0.484
H -1.340 -1.306 0.080
H -0.628 1.199 -2.085
O 0.913 -2.374 -1.570
```

Output
E_HOMO   -9.4 eV
Energy   -402.3003 Ha
ΔE to the lowest compared entry with this formula, charge and spin   204.28 kJ/mol
Frontier orbital gap   10.34 eV

***

[3]
Molecular formula: C5H11NO2
Method: DFT, ωB97M-V/def2-TZVPD

Geometry as XYZ:
```
19
C5H11NO2 | the Open Molecules 2025 dataset | ωB97M-V/def2-TZVPD
H 0.784 1.153 -1.967
H -1.224 1.955 -0.355
H 0.700 0.822 1.401
H 1.406 -0.451 -2.368
C 0.150 -0.268 -0.664
O -2.350 0.756 1.578
C -1.277 0.164 1.404
N -0.349 2.040 0.091
H 2.271 0.546 -0.979
C 0.521 -1.708 -0.219
C 1.330 0.342 -1.494
H -0.827 -0.372 -1.520
H -1.875 -1.181 2.794
H 1.424 -1.616 0.369
H 1.164 -2.324 -1.287
O -1.117 -0.973 2.000
H -0.133 2.749 0.713
C -0.198 0.706 0.525
H -0.401 -2.340 -0.021
```

Output
E_HOMO   -9.5 eV
Energy   -402.2401 Ha
ΔE to the lowest compared entry with this formula, charge and spin   362.52 kJ/mol
Frontier orbital gap   10.03 eV

***

[4]
Molecular formula: C5H11NO2
Method: DFT, ωB97M-V/def2-TZVPD

Geometry as XYZ:
```
19
C5H11NO2 | the Open Molecules 2025 dataset | ωB97M-V/def2-TZVPD
O -0.790 2.346 -0.341
H 2.325 1.576 0.186
H -2.257 1.233 -1.311
H 0.415 -1.354 1.639
H 2.941 -0.021 -0.238
C -0.537 1.318 0.256
H -0.733 -2.438 0.840
H -0.201 1.281 1.306
H -0.557 -1.235 -1.263
C 0.182 -1.865 0.705
H 1.005 -2.559 0.498
C 0.818 0.256 -0.572
H 2.011 0.205 1.246
H -3.437 0.472 -0.486
C 2.093 0.509 0.202
O -1.653 0.195 0.239
N -2.517 0.330 -0.898
C 0.060 -0.916 -0.431
H 0.830 0.666 -1.577
```

Output
E_HOMO (spin up / spin down)   -8.3 / -8.3 eV
Energy   -402.1905 Ha
ΔE to the lowest compared entry with this formula, charge and spin   492.76 kJ/mol
Frontier orbital gap (spin up / spin down)   8.46 / 8.46 eV

***

[5]
Molecular formula: C5H11NO2
Method: DFT, ωB97M-V/def2-TZVPD

Geometry as XYZ:
```
19
C5H11NO2 | the Open Molecules 2025 dataset | ωB97M-V/def2-TZVPD
H -2.033 -1.495 2.597
C 0.487 -0.460 0.845
H -1.822 -2.569 1.170
H -0.919 -0.922 -0.732
O 2.069 1.806 -0.769
H 2.019 1.118 -0.063
N -0.175 -1.286 1.715
H -1.003 1.021 -1.842
H -0.438 1.618 -0.195
H 0.888 2.648 -2.062
C 0.025 -0.424 -0.584
H 0.198 -1.322 2.645
H -2.129 -0.876 0.970
O 1.542 0.069 1.188
C 1.032 1.641 -1.701
H 1.348 0.956 -2.503
C -1.600 -1.594 1.606
H 0.741 -0.953 -1.194
C -0.231 1.026 -1.089
```

Output
E_HOMO   -9.4 eV
Energy   -402.3480 Ha
ΔE to the lowest compared entry with this formula, charge and spin   79.08 kJ/mol
Frontier orbital gap   10.11 eV

***

[6]
Molecular formula: C5H11NO2
Method: DFT, ωB97M-V/def2-TZVPD

Geometry as XYZ:
```
19
C5H11NO2 | the Open Molecules 2025 dataset | ωB97M-V/def2-TZVPD
O -0.645 -0.837 1.025
C -0.361 0.363 0.231
H -1.655 2.404 -1.563
H -0.168 -1.074 -2.988
O 0.995 0.427 1.971
H 0.879 1.351 2.676
C -0.821 0.204 -1.317
C 0.551 -1.704 1.318
H -0.425 1.445 -3.210
H 1.642 -1.072 1.032
N 0.597 1.215 0.787
H -0.396 -1.898 -1.366
H -1.867 -0.108 -1.428
H 0.604 -2.899 0.608
H 0.324 -1.815 2.455
C -0.743 1.656 -1.956
H 0.278 2.142 -1.773
H 1.273 -0.895 -1.560
C 0.130 -0.987 -2.004
```

Output
E_HOMO   -9.7 eV
Energy   -402.0257 Ha
ΔE to the lowest compared entry with this formula, charge and spin   925.38 kJ/mol
Frontier orbital gap   10.41 eV

***

[7]
Molecular formula: C5H11NO2
Method: DFT, ωB97M-V/def2-TZVPD

Geometry as XYZ:
```
19
C5H11NO2 | the Open Molecules 2025 dataset | ωB97M-V/def2-TZVPD
O 1.898 -0.176 -1.194
H -3.625 0.306 0.075
H 0.664 1.382 -0.652
H 3.793 -0.720 -1.270
H -2.841 -1.165 -0.476
H 0.878 1.475 1.756
C 1.347 0.610 1.293
N -0.333 -1.667 -0.815
O 3.252 -0.133 -0.728
C 0.853 0.438 -0.133
H -2.665 0.320 -1.418
C -2.731 -0.086 -0.410
H 2.422 0.772 1.271
H 0.536 -2.039 -1.201
H 1.157 -0.243 1.941
C -1.482 0.266 0.379
H -1.410 1.349 0.488
C -0.207 -0.553 -0.299
H -1.507 -0.136 1.393
```

Output
E_HOMO   -9.4 eV
Energy   -402.1881 Ha
ΔE to the lowest compared entry with this formula, charge and spin   499.03 kJ/mol
Frontier orbital gap   10.18 eV

***

[8]
Molecular formula: C5H11NO2
Method: DFT, ωB97M-V/def2-TZVPD

Geometry as XYZ:
```
19
C5H11NO2 | the Open Molecules 2025 dataset | ωB97M-V/def2-TZVPD
H 1.539 1.619 1.281
H -1.298 -2.064 0.250
H -2.159 0.092 -0.518
C 1.601 1.631 0.194
H -0.523 0.307 2.072
O 0.176 0.596 -1.457
C -0.885 -1.668 1.177
O 1.661 -0.740 -0.275
H -1.467 -2.056 2.015
H 0.344 -1.325 -1.814
H 2.643 1.750 -0.100
C -1.603 0.558 0.282
H 1.015 2.468 -0.177
H 0.133 -2.046 1.281
C -0.879 -0.170 1.165
C 1.089 0.320 -0.325
N -0.091 -0.527 -2.288
H -1.722 1.625 0.388
H 0.428 -0.368 -3.150
```

Output
E_HOMO   -8.9 eV
Energy   -402.2453 Ha
ΔE to the lowest compared entry with this formula, charge and spin   348.68 kJ/mol
Frontier orbital gap   9.75 eV